Record 1
Formula: C6H24N12O6
Source: OMol25
Level of theory: wB97M-V/def2-TZVPD

Last column: Löwdin charge in e.
CARTESIAN COORDINATES (ANGSTROEM)
N  1.496  -3.603  2.109  0.162
C  1.576  -2.325  2.266  -0.836
N  0.455  -1.650  2.422  0.172
O  2.641  -1.837  2.226  0.070
H  0.515  -3.844  2.139  0.096
H  2.229  -4.186  1.732  0.123
H  -0.492  -1.971  2.278  0.016
H  0.592  -0.650  2.442  0.111
N  2.575  1.306  -1.517  0.173
C  3.478  1.089  -0.639  -0.866
N  4.508  1.870  -0.804  0.160
O  3.399  0.269  0.197  0.101
H  2.565  2.040  -2.211  0.107
H  1.849  0.604  -1.524  0.106
H  5.378  1.536  -0.416  0.124
H  4.396  2.353  -1.684  0.097
N  0.331  3.786  -0.482  0.159
C  0.589  3.772  0.789  -0.785
N  1.844  4.026  0.905  0.169
O  -0.254  3.751  1.690  0.008
H  -0.615  3.675  -0.817  0.120
H  1.147  3.887  -1.069  0.095
H  2.423  4.204  0.097  0.110
H  2.029  4.270  1.868  0.131
N  -1.210  -1.071  -0.161  0.203
C  -0.963  0.189  -0.199  -0.852
N  -1.142  0.677  0.982  0.195
O  -0.615  0.852  -1.071  0.087
H  -1.477  -1.536  0.695  0.061
H  -1.075  -1.580  -1.023  0.106
H  -1.569  0.168  1.743  0.088
H  -1.382  1.655  0.908  0.103
N  -0.996  -1.582  -3.858  0.162
C  -0.378  -0.742  -4.601  -0.733
N  -0.239  0.393  -3.929  0.149
O  0.288  -1.003  -5.640  -0.020
H  -1.199  -2.525  -4.156  0.129
H  -1.435  -1.229  -3.020  0.090
H  0.280  1.164  -4.325  0.114
H  -0.350  0.274  -2.932  0.041
N  -4.027  -3.005  2.762  0.170
C  -3.385  -1.985  2.305  -0.689
N  -4.201  -1.152  1.759  0.205
O  -2.131  -1.889  2.469  -0.045
H  -4.917  -2.917  3.231  0.129
H  -3.416  -3.762  3.036  0.131
H  -5.166  -1.448  1.771  0.127
H  -3.947  -0.314  1.257  0.128

## Properties
energy above the lowest of the compared OMol25 structures with the same formula, charge and spin	5.733	eV
multiplicity	1
lowest unoccupied orbital energy	-0.1399	eV
structure (SMILES)	NC(N)=O.NC(N)=O.NC(N)=O.NC(N)=O.NC(N)=O.NC(N)=O
maximum force	0.167	hartree/bohr
HOMO	-8.54	eV
energy	-36779.0427	eV



Record 2
Formula: C6H24N12O6
Source: OMol25
Level of theory: wB97M-V/def2-TZVPD

Last column: Löwdin charge in e.
CARTESIAN COORDINATES (ANGSTROEM)
N  -5.931  -1.308  0.179  0.155
C  -4.918  -2.123  0.607  -0.679
N  -5.398  -3.290  1.091  0.158
O  -3.761  -1.755  0.757  0.011
H  -6.872  -1.634  0.294  0.098
H  -5.656  -0.394  -0.134  0.101
H  -4.687  -3.923  1.420  0.114
H  -6.356  -3.583  1.108  0.102
N  1.249  -0.775  0.869  0.196
C  0.535  -0.100  -0.032  -0.676
N  -0.771  -0.323  0.046  0.188
O  1.056  0.480  -0.994  -0.017
H  2.235  -0.671  0.681  0.079
H  0.945  -1.221  1.715  0.099
H  -1.371  0.001  -0.695  0.072
H  -1.171  -0.673  0.899  0.100
N  1.151  1.747  -3.597  0.159
C  0.772  3.004  -3.404  -0.738
N  0.357  3.232  -2.154  0.152
O  0.962  3.888  -4.253  -0.016
H  1.131  1.591  -4.594  0.114
H  1.118  1.105  -2.817  0.055
H  0.293  2.509  -1.454  0.064
H  0.015  4.113  -1.811  0.100
N  4.853  0.359  0.128  0.172
C  5.036  -0.338  1.267  -0.717
N  6.190  -0.019  1.897  0.143
O  4.463  -1.366  1.635  0.017
H  5.500  1.108  -0.034  0.098
H  4.263  -0.035  -0.586  0.112
H  6.368  -0.675  2.641  0.115
H  6.779  0.737  1.601  0.096
N  0.681  0.230  4.123  0.149
C  1.934  -0.184  3.834  -0.740
N  2.752  0.764  3.329  0.168
O  2.323  -1.309  4.107  0.029
H  0.081  -0.436  4.578  0.107
H  0.396  1.189  4.035  0.095
H  3.728  0.548  3.238  0.084
H  2.381  1.631  2.983  0.101
N  -3.186  -0.566  -1.807  0.136
C  -2.640  -0.782  -3.005  -0.691
N  -2.456  0.430  -3.641  0.142
O  -2.387  -1.858  -3.519  0.046
H  -3.327  0.367  -1.465  0.097
H  -3.598  -1.273  -1.216  0.064
H  -2.660  1.313  -3.218  0.086
H  -2.404  0.270  -4.635  0.105

## Properties
energy above the lowest of the compared OMol25 structures with the same formula, charge and spin	2.115	eV
multiplicity	1
lowest unoccupied orbital energy	0.1389	eV
structure (SMILES)	NC(N)=O.NC(N)=O.NC(N)=O.NC(N)=O.NC(N)=O.NC(N)=O
maximum force	0.058	hartree/bohr
HOMO	-8.92	eV
energy	-36782.6604	eV



Record 3
Formula: C6H24N2O7
Source: OMol25
Level of theory: wB97M-V/def2-TZVPD

Last column: Löwdin charge in e.
CARTESIAN COORDINATES (ANGSTROEM)
C  -2.089  0.501  -1.994  -0.134
C  -1.731  1.685  -1.112  -0.232
C  -0.465  2.495  -1.580  -0.131
C  0.722  1.603  -1.690  -0.305
C  0.985  0.840  -2.803  -0.059
N  2.293  0.498  -2.739  0.068
C  2.757  0.929  -1.531  -0.180
N  1.846  1.622  -0.904  0.078
H  -3.116  0.286  -1.686  0.084
H  -2.236  0.726  -3.058  0.080
H  -1.413  -0.351  -2.055  0.059
H  -1.662  1.288  -0.099  0.076
H  -2.549  2.404  -1.165  0.109
H  -0.285  3.247  -0.808  0.110
H  -0.835  3.091  -2.413  0.114
H  0.276  0.499  -3.534  0.120
H  2.832  -0.072  -3.365  0.152
H  3.635  0.458  -1.123  0.122
O  2.871  -1.190  3.541  -0.054
H  3.484  -1.232  2.802  0.032
H  2.670  -0.258  3.651  0.021
O  0.934  -3.455  1.117  -0.041
H  0.631  -3.810  1.947  0.052
H  0.619  -2.556  1.001  0.023
O  -0.443  -4.194  -1.345  -0.074
H  -1.195  -3.621  -1.182  -0.002
H  0.232  -4.054  -0.671  -0.010
O  -1.905  -1.916  0.306  -0.024
H  -1.695  -1.530  1.153  0.021
H  -1.949  -1.435  -0.515  -0.002
O  -1.151  -0.765  3.594  -0.044
H  -0.750  -0.465  2.781  -0.025
H  -0.943  -0.248  4.367  0.037
O  0.768  0.579  1.517  -0.073
H  0.110  0.911  0.898  0.011
H  1.549  1.010  1.137  0.042
O  -1.224  1.973  2.380  -0.069
H  -0.322  1.621  2.520  0.007
H  -1.256  2.886  2.662  0.042

## Properties
energy above the lowest of the compared OMol25 structures with the same formula, charge and spin	2.472	eV
multiplicity	1
lowest unoccupied orbital energy	0.2792	eV
structure (SMILES)	CCCc1c[nH]cn1.O.O.O.O.O.O.O
maximum force	0.055	hartree/bohr
HOMO	-9.12	eV
energy	-23923.4463	eV



Record 4
Formula: C6H24N8O6
Source: OMol25
Level of theory: wB97M-V/def2-TZVPD

Last column: Löwdin charge in e.
CARTESIAN COORDINATES (ANGSTROEM)
N  0.925  3.872  -3.418  0.167
C  1.391  3.747  -4.577  -0.793
N  2.098  2.671  -4.642  0.156
O  1.185  4.549  -5.535  -0.021
H  0.403  4.695  -3.152  0.134
H  1.279  3.238  -2.716  0.118
H  2.587  2.520  -5.513  0.125
H  2.121  2.032  -3.860  0.113
N  -0.576  -1.998  -4.796  0.166
C  -1.484  -2.317  -5.620  -0.890
N  -1.096  -2.435  -6.846  0.173
O  -2.593  -2.284  -5.256  0.081
H  0.409  -2.020  -5.019  0.109
H  -0.792  -1.713  -3.852  0.128
H  -1.781  -2.838  -7.469  0.122
H  -0.121  -2.391  -7.109  0.110
N  0.205  -0.272  2.258  0.160
C  0.746  -0.979  1.391  -0.826
N  0.607  -2.218  1.763  0.156
O  1.060  -0.515  0.293  0.014
H  0.166  0.719  2.066  0.137
H  0.186  -0.689  3.178  0.121
H  0.031  -2.538  2.528  0.118
H  0.871  -2.838  1.010  0.121
N  -1.800  1.099  8.116  0.167
C  -0.628  1.594  8.065  -0.851
N  0.153  0.641  7.762  0.144
O  -0.263  2.743  8.022  0.055
H  -1.860  0.091  8.151  0.116
H  -2.538  1.781  8.219  0.132
H  -0.079  -0.340  7.836  0.110
H  1.140  0.854  7.744  0.126
C  3.609  -6.698  -2.603  -0.199
O  3.271  -5.761  -1.645  -0.112
H  3.261  -6.476  -3.612  0.073
H  4.689  -6.839  -2.578  0.082
H  3.037  -7.588  -2.337  0.080
H  3.987  -5.125  -1.699  0.075
C  -4.088  4.690  2.677  -0.212
O  -3.700  5.989  2.873  -0.101
H  -3.539  4.028  2.007  0.072
H  -4.108  4.277  3.686  0.085
H  -5.038  4.684  2.142  0.073
H  -3.336  6.360  2.066  0.082

## Properties
energy above the lowest of the compared OMol25 structures with the same formula, charge and spin	4.884	eV
multiplicity	1
lowest unoccupied orbital energy	0.0108	eV
structure (SMILES)	NC(N)=O.NC(N)=O.NC(N)=O.NC(N)=O.CO.CO
maximum force	0.167	hartree/bohr
HOMO	-9.44	eV
energy	-30815.4670	eV



Record 5
Formula: C6H24O6
Source: OMol25
Level of theory: wB97M-V/def2-TZVPD

Last column: Löwdin charge in e.
CARTESIAN COORDINATES (ANGSTROEM)
C  14.493  12.071  -14.502  -0.152
O  14.492  12.688  -15.817  -0.112
H  15.389  12.157  -13.887  0.071
H  13.641  12.278  -13.856  0.074
H  14.409  10.985  -14.546  0.055
H  14.631  12.024  -16.496  0.068
C  13.169  7.513  -14.951  -0.195
O  14.171  7.318  -14.063  -0.127
H  12.296  6.906  -14.711  0.076
H  12.909  8.558  -15.118  0.082
H  13.564  7.155  -15.902  0.084
H  14.095  7.866  -13.279  0.018
C  10.544  6.433  -17.554  -0.209
O  11.635  6.613  -18.364  -0.101
H  9.546  6.455  -17.991  0.080
H  10.661  5.422  -17.164  0.076
H  10.531  7.081  -16.677  0.070
H  11.374  6.542  -19.285  0.083
C  15.350  8.501  -11.596  -0.181
O  13.996  8.696  -11.696  -0.103
H  15.629  8.818  -10.591  0.096
H  15.781  7.520  -11.793  0.069
H  15.776  9.127  -12.381  0.095
H  13.695  8.558  -10.794  0.101
C  17.532  6.481  -14.082  -0.146
O  18.333  7.309  -13.229  -0.129
H  16.481  6.597  -13.819  0.040
H  17.688  6.661  -15.146  0.084
H  17.822  5.444  -13.912  0.073
H  18.232  6.974  -12.335  0.064
C  14.826  3.830  -12.127  -0.150
O  15.059  2.683  -12.949  -0.136
H  13.928  3.481  -11.617  0.085
H  15.766  4.090  -11.641  0.074
H  14.558  4.696  -12.733  0.060
H  15.322  3.026  -13.806  0.064

## Properties
energy above the lowest of the compared OMol25 structures with the same formula, charge and spin	4.884	eV
multiplicity	1
lowest unoccupied orbital energy	0.3853	eV
structure (SMILES)	CO.CO.CO.CO.CO.CO
maximum force	0.052	hartree/bohr
HOMO	-10.10	eV
energy	-18892.1289	eV



Record 6
Formula: C6H24O6
Source: OMol25
Level of theory: wB97M-V/def2-TZVPD

Last column: Löwdin charge in e.
CARTESIAN COORDINATES (ANGSTROEM)
C  -2.459  0.442  0.219  0.002
O  -1.902  1.317  -0.813  -0.079
H  -1.739  -0.307  0.547  0.078
H  -2.912  0.997  1.041  0.101
H  -3.256  -0.107  -0.282  0.097
H  -1.908  2.240  -0.550  -0.200
C  -0.912  3.288  -0.074  -0.049
O  -2.323  3.177  -0.180  -0.007
H  -0.618  2.240  -0.120  0.059
H  -0.386  3.928  -0.782  0.111
H  -0.718  3.882  0.820  0.108
H  -2.607  3.885  0.403  0.147
C  2.135  -0.276  2.129  -0.094
O  1.108  -1.150  2.690  -0.197
H  1.801  0.322  1.282  0.067
H  2.326  0.470  2.901  0.074
H  3.129  -0.708  2.006  0.087
H  1.462  -1.844  3.252  0.083
C  0.978  -0.276  -3.353  -0.193
O  0.162  -1.409  -3.539  -0.105
H  1.297  0.234  -4.262  0.084
H  0.424  0.518  -2.854  0.070
H  1.793  -0.452  -2.651  0.085
H  0.628  -2.177  -3.199  0.083
C  0.230  -2.698  1.390  -0.173
O  1.453  -3.466  1.608  -0.113
H  -0.083  -2.336  2.369  0.083
H  0.444  -1.971  0.606  -0.002
H  -0.625  -3.158  0.895  0.091
H  2.155  -2.893  1.923  0.044
C  0.391  -0.537  -0.504  -0.166
O  0.033  0.844  -0.461  -0.149
H  1.388  -0.813  -0.161  0.086
H  -0.354  -1.201  -0.066  0.052
H  0.362  -0.842  -1.550  0.045
H  -0.901  0.835  -0.682  -0.209

## Properties
energy above the lowest of the compared OMol25 structures with the same formula, charge and spin	13.091	eV
multiplicity	1
lowest unoccupied orbital energy	0.3575	eV
maximum force	0.192	hartree/bohr
HOMO	-8.82	eV
energy	-18883.9214	eV



lowest unoccupied orbital energy of number 5 (C6H24O6)? 0.3853 eV